1.
C18H37O2P3Ti as an isolated structure at a distorted geometry. Source: the Open Molecules 2025 dataset; level of theory: the ωB97M-V functional and the def2-TZVPD basis.

Properties
Total charge = +3
<S²> = 0.804
Energy above the lowest of the compared OMol25 structures with the same formula, charge and spin = 23.4 kcal per mole
Total energy = -2730.993865 a.u.
Spin multiplicity = 2
E_HOMO (spin up / spin down) = -17.54 / -17.49 eV

The geometry in XYZ format:
```
61
Properties=species:S:1:pos:R:3:mulliken_charge:R:1
H -0.506 -3.358 -0.460 0.508
C -1.533 1.076 0.194 0.527
P -1.917 -1.451 -1.088 1.405
O 0.407 -0.232 -2.853 0.000
H 3.586 -2.153 0.825 0.445
O -1.856 1.222 1.329 -0.300
H 2.485 -2.737 -0.479 0.405
C 1.372 -1.428 -4.676 -0.400
H 3.044 1.237 0.847 0.428
C -2.341 2.154 -2.357 -0.507
H -1.937 -2.647 1.041 0.397
C -3.350 -1.781 -2.170 -1.576
C 0.299 4.392 -1.996 -1.558
H 2.968 3.199 -0.841 0.488
C -1.365 2.041 -3.410 -0.733
H 2.618 1.486 -1.255 0.173
H -0.655 4.840 -1.692 0.453
C 1.239 -2.006 -5.941 -0.681
C -2.622 -1.969 0.519 -1.346
H 1.381 -0.440 -1.010 -0.028
C -1.159 -1.664 -5.888 -1.165
C 2.382 0.605 1.440 -1.316
H -0.797 2.927 -3.737 0.201
H -3.239 1.534 -2.333 0.364
C -1.023 -1.007 -4.654 -0.036
H -0.183 4.311 0.672 0.447
H -1.893 -0.522 -4.190 0.783
H -0.356 -0.992 1.868 0.340
H 0.015 2.673 1.315 0.275
H -1.558 1.387 -4.272 0.502
H 1.127 5.070 -1.761 0.454
H -3.569 -2.489 0.332 0.496
H 2.116 -2.354 -6.480 0.472
H -2.808 -1.095 1.150 0.381
H 2.973 0.157 2.250 0.548
H -2.487 3.117 -1.858 0.353
C 2.336 2.529 -1.444 -1.321
H -3.956 -0.873 -2.278 0.367
H -3.020 -2.107 -3.163 0.393
H 2.337 -1.320 -4.178 0.433
C -0.022 -2.134 -6.537 -0.440
H -0.139 -2.620 -7.511 0.461
C 0.247 -0.856 -4.040 0.248
C 2.943 -1.856 -0.012 -1.254
H -1.377 -3.635 -1.988 0.509
H 0.329 -2.580 1.408 0.381
H 0.283 4.213 -3.075 0.470
H 1.101 -1.595 2.657 0.565
H 0.072 -2.604 -1.968 0.076
H 3.547 -1.347 -0.774 0.420
H 1.473 3.698 1.023 0.466
C 0.574 -1.546 1.688 -1.175
H -2.151 -1.748 -6.343 0.478
H 1.627 1.245 1.906 0.397
H 2.498 2.730 -2.514 0.386
H -3.962 -2.565 -1.704 0.540
Ti -0.861 0.944 -1.720 -0.729
P 0.577 2.827 -1.061 1.715
C 0.471 3.428 0.660 -1.404
P 1.616 -0.695 0.448 1.055
C -0.820 -2.894 -1.403 -1.233
```

2.
C18H38Be2ClN2O6 as an isolated structure at a distorted geometry. Source: the Open Molecules 2025 dataset; level of theory: the ωB97M-V functional and the def2-TZVPD basis.

Properties
Total charge = +3
Energy above the lowest of the compared OMol25 structures with the same formula, charge and spin = 0.0 kcal per mole
Total energy = -1757.527981 a.u.
E_HOMO = -15.03 eV

The geometry in XYZ format:
```
67
Properties=species:S:1:pos:R:3:mulliken_charge:R:1
C 0.534 -4.498 0.438 -1.380
C 0.630 -3.145 -1.628 -1.781
C 3.696 -3.222 0.740 0.960
H -4.096 3.970 -1.326 0.340
H -3.724 0.372 -1.537 0.411
H -3.363 1.866 -3.315 0.316
C -1.051 3.649 -2.888 -1.271
H -1.654 0.369 -2.537 0.392
H -4.867 2.318 -2.597 0.468
H 0.209 2.815 -0.774 0.377
H 5.778 -2.794 0.907 0.404
C -1.084 0.645 -1.656 -1.133
H 1.525 -2.373 2.368 0.331
Cl -1.169 1.904 4.046 1.678
O -0.889 0.550 3.716 -0.526
H 3.929 -5.192 1.653 0.355
C -3.370 3.744 -2.113 -1.026
C -3.440 1.375 -1.216 -1.423
C -1.893 5.313 -1.115 -2.121
H -2.563 5.432 -0.250 0.390
O -0.334 3.070 -0.003 -0.191
H 1.675 -0.714 2.182 0.361
H -0.852 5.588 -0.906 0.482
H -0.036 3.344 -2.617 0.203
C 3.612 -4.204 1.983 -1.479
C -1.898 3.848 -1.607 1.069
C -2.004 0.844 0.664 -2.292
H 5.454 -4.120 -0.287 0.397
H 1.121 -5.014 1.194 0.369
H 3.852 -1.690 2.333 0.498
N -1.645 2.911 -0.520 1.103
Be -1.452 3.153 7.980 0.804
O -1.124 2.187 5.446 -0.540
H -3.508 4.346 -3.007 0.450
H -0.127 1.093 -1.938 0.212
H -1.000 4.581 -3.445 0.460
H -0.743 -0.219 -1.090 0.014
H 0.499 -4.034 -2.245 0.495
H 1.167 -2.389 -2.199 0.441
H 3.817 -1.094 0.670 0.384
H -2.218 5.957 -1.928 0.472
H -0.326 -4.123 0.995 0.380
C 5.112 -3.181 0.140 -1.615
C 3.360 -1.797 1.368 -1.036
O 3.062 -4.643 -0.975 -0.359
H -0.942 0.789 0.939 0.558
C 1.078 -1.929 0.392 -0.936
H -4.188 1.550 -0.436 0.478
Be -1.666 4.187 1.646 1.108
O -2.464 2.302 3.475 -0.674
C -3.794 2.304 -2.410 -0.756
H -2.263 -0.211 0.597 0.474
H -0.381 -2.831 -1.371 0.417
H 4.222 -3.804 2.787 0.421
H 1.124 -1.122 -0.347 0.396
H 2.582 -4.233 2.325 0.433
H 0.020 -1.785 0.645 0.495
N 2.744 -3.505 -0.304 0.701
O -0.227 2.752 3.288 -0.690
C -2.000 1.509 -0.736 1.361
H 5.020 -2.465 -0.679 0.463
H -1.471 2.902 -3.556 0.355
H -2.515 1.376 1.463 0.402
C 1.860 -1.635 1.628 -0.932
H 3.178 -4.417 -1.919 0.409
C 1.292 -3.323 -0.229 1.307
H 0.190 -5.210 -0.306 0.367
```

3.
C18H38Cl30FN2O4S2 as an isolated structure. Source: the Open Molecules 2025 dataset; level of theory: the ωB97M-V functional and the def2-TZVPD basis.

Properties
Total charge = -1
Energy above the lowest of the compared OMol25 structures with the same formula, charge and spin = 0.0 kcal per mole
Total energy = -15821.175871 a.u.
E_HOMO = -6.22 eV

The geometry in XYZ format:
```
95
Properties=species:S:1:pos:R:3:mulliken_charge:R:1
Cl 10.325 3.128 -0.177 -0.160
Cl 5.334 1.418 -0.039 -0.054
Cl 8.087 0.458 0.102 -0.171
H 0.598 -5.724 -6.641 0.181
C 0.082 5.059 2.003 -0.695
H -0.682 -1.993 4.686 0.321
C -8.273 -4.849 -4.725 0.010
N -1.120 2.693 2.738 -0.271
H 4.828 -6.931 -5.350 0.296
Cl 2.906 6.346 5.925 -0.201
Cl -1.388 0.855 -3.923 -0.209
C 1.743 3.026 1.742 0.367
H -3.045 -8.286 -7.907 0.229
Cl -6.727 -1.433 -4.707 -0.189
C -3.804 -7.885 -7.246 -0.208
Cl 7.582 3.535 5.811 -0.136
H -5.542 2.411 2.428 -0.098
Cl -3.872 -6.134 -7.481 -0.116
H 0.933 2.505 1.224 -0.127
C 6.871 1.300 -0.885 -0.312
H 2.872 2.268 3.244 0.066
Cl -0.015 -7.237 -8.340 -0.172
H 6.092 -0.767 2.217 0.203
H 10.120 1.988 1.856 -0.323
O -1.168 1.039 0.901 -0.573
H -6.358 2.331 4.014 0.251
C 10.959 2.363 1.282 0.379
H -7.672 -5.742 -4.845 0.236
Cl -10.705 0.165 5.931 -0.166
H 9.420 2.129 6.204 0.285
C -9.857 1.692 5.642 0.087
C 0.003 -1.673 3.909 -0.394
Cl 3.754 -0.988 2.254 -0.100
Cl 11.863 3.492 2.301 -0.181
Cl -8.425 -4.508 -2.995 -0.155
H -6.343 -0.450 -2.603 0.317
C -0.667 0.874 -2.298 0.128
H -3.557 -8.078 -6.208 0.270
C 5.318 -0.526 2.937 -0.349
H -0.967 -0.027 -1.778 0.200
H -1.170 -5.843 -6.850 -0.399
N 1.897 2.499 3.105 -0.208
H -7.803 -3.993 -5.194 0.073
H 0.149 6.042 2.492 0.143
C -6.442 2.653 2.982 0.216
H -1.406 -1.863 -5.577 0.252
H 0.658 -2.483 3.610 0.272
Cl -0.334 -7.513 -5.435 -0.152
C -5.956 -1.325 -3.112 -0.232
F -3.235 1.763 1.860 -0.293
H -9.069 1.516 4.921 -0.032
O -2.277 4.958 3.037 -0.718
Cl -9.135 2.345 7.118 -0.158
Cl 5.435 1.196 3.308 -0.127
H -10.572 2.412 5.263 0.264
Cl -2.219 -3.729 -4.405 -0.137
H 6.740 0.743 -1.805 0.329
C 1.506 4.538 1.748 -0.553
C 1.153 6.552 5.742 0.233
O -2.036 3.271 0.408 -0.697
H 0.773 7.015 6.645 0.344
Cl -1.980 -3.378 -7.293 -0.183
S -1.777 2.252 1.397 1.054
H 2.216 4.998 2.446 0.196
Cl -5.345 -8.678 -7.611 -0.179
H 1.408 1.621 3.214 0.028
H 5.454 -1.077 3.861 0.361
H 3.706 -7.509 -4.085 0.258
Cl 1.098 0.930 -2.348 -0.166
S -1.014 4.253 3.156 1.151
O -0.373 4.284 4.461 -0.766
Cl -0.920 -1.139 2.508 -0.045
Cl 1.006 -0.370 4.562 -0.133
Cl 0.746 7.591 4.372 -0.175
Cl -7.812 1.794 2.239 -0.204
C -0.240 -6.391 -6.799 0.518
Cl 3.053 -8.181 -6.234 -0.133
C -2.216 -2.566 -5.735 -0.131
H -6.188 -2.231 -2.564 0.187
H 0.703 5.582 5.553 -0.092
H 2.656 2.831 1.157 -0.025
H 11.624 1.561 0.986 0.287
H -0.473 5.176 1.070 0.450
H -3.173 -2.059 -5.759 0.215
Cl 3.015 -5.483 -5.041 -0.135
C 3.791 -7.072 -5.072 -0.277
Cl -4.204 -1.185 -3.250 -0.078
Cl -9.842 -5.123 -5.492 -0.169
H -1.024 1.751 -1.769 0.028
H 7.239 2.301 -1.080 0.203
C 9.053 2.679 5.345 -0.224
Cl -6.671 4.399 2.958 -0.154
H 9.783 3.404 5.004 0.189
H 1.774 4.907 0.746 0.381
Cl 8.763 1.527 4.033 -0.125
```

4.
C18H38F2InNNiO24P4S2 as an isolated structure at a distorted geometry. Source: the Open Molecules 2025 dataset; level of theory: the ωB97M-V functional and the def2-TZVPD basis.

Properties
Total charge = +1
<S²> = 3.798
Total energy = -6628.990467 a.u.
Spin multiplicity = 4
E_HOMO (spin up / spin down) = -11.69 / -11.65 eV

The geometry in XYZ format:
```
91
Properties=species:S:1:pos:R:3:mulliken_charge:R:1
H 1.571 0.672 -6.183 0.326
H -1.261 5.281 6.156 0.278
S 6.019 -5.186 -2.100 0.906
H -6.537 -1.144 -3.304 0.314
O 5.317 -6.213 -2.953 -0.513
O 4.293 -1.201 0.377 -0.903
H 0.222 -1.186 -4.099 -0.180
P 0.207 3.848 3.497 0.471
H 1.183 3.201 6.809 0.316
H 2.763 3.598 1.543 0.026
O 7.377 -4.731 -2.481 -0.518
O -3.778 -2.330 -2.393 -0.426
H 2.448 2.976 5.786 0.333
In -2.061 2.384 -0.034 1.114
S 4.841 -3.332 -2.793 0.915
P -3.523 -0.800 -2.792 0.423
C -2.876 -3.015 -1.570 0.131
C 3.023 -0.997 0.389 1.191
O -0.892 -0.798 3.697 -0.282
F 3.632 -2.390 -2.277 -0.062
C 0.616 1.188 -6.283 -0.765
C 2.665 4.043 2.533 -0.463
C -0.218 0.015 4.617 -0.335
C 0.751 -1.935 0.144 -0.720
C 1.914 3.434 -2.760 -0.202
H 2.914 3.783 -3.018 0.367
O 1.465 4.673 2.834 -0.341
H -2.361 -2.447 1.353 -0.240
H -0.777 0.872 4.992 0.115
C 1.495 3.505 5.810 -0.917
H -2.461 -3.876 -2.094 0.273
P -2.429 -0.457 3.346 0.832
H 2.861 3.230 3.232 0.248
C -3.284 -0.390 5.925 -0.761
C -6.046 -0.175 -3.395 -0.789
C 1.166 0.575 0.303 0.399
N 5.179 -4.168 -1.328 0.269
H 1.282 4.209 -2.327 0.251
H 0.987 -1.186 -2.507 -0.196
O -0.644 1.699 -2.518 -0.349
C -1.543 4.625 5.332 -0.636
H -1.517 3.578 5.635 0.260
H -3.119 -1.454 6.096 0.327
H 1.578 4.592 5.790 0.360
O 0.835 2.929 4.661 -0.004
H -0.045 -2.657 0.036 0.449
H 0.218 -0.576 5.423 0.305
H -6.426 0.226 -4.335 0.259
C 2.078 -2.177 0.165 0.692
H -3.337 -1.368 -5.639 0.320
O 1.422 0.472 -3.396 -0.119
O -4.797 -0.641 -3.789 -0.418
H -4.051 -2.786 1.594 0.323
H 0.635 0.409 4.065 0.117
H 1.911 -1.580 -3.952 0.314
O -0.536 5.039 4.321 -0.379
O 5.814 -2.403 -3.321 -0.520
C -3.080 -2.810 2.087 -0.170
H 0.061 0.875 -7.167 0.273
O -3.036 0.232 4.728 -0.349
O -0.199 1.180 -5.166 -0.197
O 2.407 -3.410 -0.003 -0.853
C 2.557 0.285 0.380 -0.666
H 2.086 2.639 -2.034 -0.181
H -2.396 -2.740 -4.865 0.330
H -3.467 -3.312 -0.704 0.260
H -2.541 4.857 4.960 0.267
O -3.163 -1.937 3.199 -0.375
C 1.132 -0.929 -3.556 0.297
H -2.832 -3.828 2.385 0.356
Ni 4.784 -3.442 0.466 0.742
H -2.655 0.142 6.639 0.296
O 0.741 1.728 0.550 -0.593
F 6.256 -6.156 -0.820 -0.317
H 0.993 2.201 -6.424 0.307
O -2.494 0.482 2.196 -0.467
P 0.285 1.599 -3.669 0.436
H -1.636 -1.501 -5.765 0.217
O -2.283 -0.901 -3.825 0.395
H -6.066 0.559 -2.589 0.284
H 3.569 4.652 2.554 0.362
C 0.141 -0.668 0.143 0.275
O 4.070 -4.075 -3.769 -0.521
O 1.200 2.980 -3.895 -0.477
C -2.458 -1.671 -5.070 -0.808
O -3.344 0.182 -1.658 -0.408
H -2.135 -2.240 -1.371 -0.431
H 3.298 1.056 0.531 0.538
O -1.002 -0.409 0.045 0.021
H -4.333 -0.225 6.169 0.291
O -0.621 3.144 2.498 -0.312
```

Repeat the first record exactly.
C18H37O2P3Ti as an isolated structure at a distorted geometry. Source: the Open Molecules 2025 dataset; level of theory: the ωB97M-V functional and the def2-TZVPD basis.

Properties
Total charge = +3
<S²> = 0.804
Energy above the lowest of the compared OMol25 structures with the same formula, charge and spin = 23.4 kcal per mole
Total energy = -2730.993865 a.u.
Spin multiplicity = 2
E_HOMO (spin up / spin down) = -17.54 / -17.49 eV

The geometry in XYZ format:
```
61
Properties=species:S:1:pos:R:3:mulliken_charge:R:1
H -0.506 -3.358 -0.460 0.508
C -1.533 1.076 0.194 0.527
P -1.917 -1.451 -1.088 1.405
O 0.407 -0.232 -2.853 0.000
H 3.586 -2.153 0.825 0.445
O -1.856 1.222 1.329 -0.300
H 2.485 -2.737 -0.479 0.405
C 1.372 -1.428 -4.676 -0.400
H 3.044 1.237 0.847 0.428
C -2.341 2.154 -2.357 -0.507
H -1.937 -2.647 1.041 0.397
C -3.350 -1.781 -2.170 -1.576
C 0.299 4.392 -1.996 -1.558
H 2.968 3.199 -0.841 0.488
C -1.365 2.041 -3.410 -0.733
H 2.618 1.486 -1.255 0.173
H -0.655 4.840 -1.692 0.453
C 1.239 -2.006 -5.941 -0.681
C -2.622 -1.969 0.519 -1.346
H 1.381 -0.440 -1.010 -0.028
C -1.159 -1.664 -5.888 -1.165
C 2.382 0.605 1.440 -1.316
H -0.797 2.927 -3.737 0.201
H -3.239 1.534 -2.333 0.364
C -1.023 -1.007 -4.654 -0.036
H -0.183 4.311 0.672 0.447
H -1.893 -0.522 -4.190 0.783
H -0.356 -0.992 1.868 0.340
H 0.015 2.673 1.315 0.275
H -1.558 1.387 -4.272 0.502
H 1.127 5.070 -1.761 0.454
H -3.569 -2.489 0.332 0.496
H 2.116 -2.354 -6.480 0.472
H -2.808 -1.095 1.150 0.381
H 2.973 0.157 2.250 0.548
H -2.487 3.117 -1.858 0.353
C 2.336 2.529 -1.444 -1.321
H -3.956 -0.873 -2.278 0.367
H -3.020 -2.107 -3.163 0.393
H 2.337 -1.320 -4.178 0.433
C -0.022 -2.134 -6.537 -0.440
H -0.139 -2.620 -7.511 0.461
C 0.247 -0.856 -4.040 0.248
C 2.943 -1.856 -0.012 -1.254
H -1.377 -3.635 -1.988 0.509
H 0.329 -2.580 1.408 0.381
H 0.283 4.213 -3.075 0.470
H 1.101 -1.595 2.657 0.565
H 0.072 -2.604 -1.968 0.076
H 3.547 -1.347 -0.774 0.420
H 1.473 3.698 1.023 0.466
C 0.574 -1.546 1.688 -1.175
H -2.151 -1.748 -6.343 0.478
H 1.627 1.245 1.906 0.397
H 2.498 2.730 -2.514 0.386
H -3.962 -2.565 -1.704 0.540
Ti -0.861 0.944 -1.720 -0.729
P 0.577 2.827 -1.061 1.715
C 0.471 3.428 0.660 -1.404
P 1.616 -0.695 0.448 1.055
C -0.820 -2.894 -1.403 -1.233
```

Q: Among the records above, which one has the lowest total energy?
A: C18H38Cl30FN2O4S2

Q: What is the formula in the third record?
A: C18H38Cl30FN2O4S2

Q: Look up the total energy of the fourth one.
A: -6628.990467 a.u.